C45H56BN10O2ReS4 as an isolated structure, computed with ωB97M-V/def2-TZVPD.

## Properties
2S+1	2
gap between HOMO and LUMO (spin up / spin down)	0.1777 / 0.1945	Eh
molecular weight	1094.3	g/mol
HOMO (spin up / spin down)	-0.5433 / -0.5483	Eh
charge	+3

CARTESIAN COORDINATES (ANGSTROEM)
Re: 0.329 0.197 0.648
C: 5.044 0.734 -2.039
C: 3.703 0.599 -2.642
C: 3.488 0.751 -3.985
C: 2.198 0.600 -4.570
N: 1.256 0.248 -3.744
N: 1.416 0.123 -2.416
B: 0.054 -0.166 -2.942
N: -1.067 0.851 -2.863
N: -2.068 0.602 -3.698
C: -2.925 1.537 -4.009
C: -2.700 2.871 -3.588
C: -1.724 3.133 -2.661
C: -1.447 4.511 -2.177
C: -0.962 2.023 -2.195
S: 0.072 2.164 -0.844
C: -4.093 1.160 -4.879
C: -3.669 1.378 -6.342
C: -5.316 2.021 -4.546
C: -4.424 -0.316 -4.652
N: -0.377 -1.611 -3.074
N: -0.782 -1.964 -4.294
C: -1.184 -3.184 -4.538
C: -1.179 -4.155 -3.506
C: -0.772 -3.815 -2.243
C: -0.752 -4.785 -1.118
C: -0.361 -2.463 -2.031
S: 0.254 -2.063 -0.485
C: -1.683 -3.538 -5.917
C: -1.632 -2.326 -6.844
C: -0.807 -4.653 -6.509
C: -3.134 -4.027 -5.771
C: 2.576 0.315 -1.771
S: 2.699 0.267 -0.108
C: 1.918 0.862 -6.015
C: 2.366 2.303 -6.312
C: 2.722 -0.140 -6.854
C: 0.423 0.717 -6.297
H: 5.807 0.856 -2.802
H: 5.272 -0.141 -1.430
H: 5.074 1.598 -1.374
H: 4.317 0.993 -4.632
H: -3.306 3.671 -3.981
H: -2.364 5.090 -2.124
H: -0.792 5.019 -2.887
H: -0.953 4.505 -1.209
H: -3.407 2.417 -6.530
H: -4.502 1.114 -6.989
H: -2.816 0.750 -6.589
H: -5.211 3.044 -4.898
H: -5.504 2.028 -3.473
H: -6.191 1.603 -5.034
H: -3.549 -0.929 -4.842
H: -5.228 -0.619 -5.316
H: -4.745 -0.475 -3.626
H: -1.481 -5.168 -3.716
H: -1.170 -5.739 -1.425
H: -1.322 -4.399 -0.274
H: 0.272 -4.944 -0.776
H: -0.606 -2.093 -7.109
H: -2.076 -1.456 -6.373
H: -2.171 -2.536 -7.763
H: 0.214 -4.306 -6.651
H: -1.201 -4.936 -7.481
H: -0.789 -5.541 -5.885
H: -3.747 -3.284 -5.265
H: -3.194 -4.958 -5.215
H: -3.552 -4.202 -6.758
H: 3.447 2.403 -6.300
H: 1.944 3.001 -5.590
H: 2.011 2.587 -7.298
H: 3.791 -0.025 -6.702
H: 2.511 0.024 -7.906
H: 2.443 -1.160 -6.602
H: -0.145 1.496 -5.792
H: 0.056 -0.254 -5.977
H: 0.247 0.818 -7.363
C: 0.734 -0.920 8.923
C: -0.032 -0.947 7.659
O: 0.353 -0.835 6.532
S: -1.828 -1.156 8.005
C: -2.431 -1.043 6.339
C: -2.329 -2.148 5.496
C: -2.488 -1.988 4.140
C: -2.695 -0.699 3.617
C: -2.994 0.359 4.490
C: -2.876 0.181 5.849
C: -2.277 -0.419 2.310
C: -1.526 -0.127 1.381
H: 1.749 -1.282 8.760
H: 0.234 -1.492 9.700
H: 0.805 0.113 9.274
H: -2.085 -3.113 5.907
H: -2.377 -2.829 3.475
H: -3.243 1.325 4.082
H: -3.058 0.997 6.529
C: -1.951 3.204 1.725
N: -0.810 3.579 2.529
C: 0.365 2.951 2.652
N: 1.258 3.539 3.473
O: 0.704 1.887 2.085
H: -2.097 3.924 0.917
H: -2.845 3.202 2.347
H: -1.808 2.205 1.316
H: -0.922 4.442 3.042
H: 1.043 4.373 3.991
H: 2.159 3.120 3.621
N: 3.210 -4.152 6.041
C: 2.732 -3.487 5.244
C: 2.130 -2.666 4.254
C: 1.037 -3.130 3.519
C: 0.483 -2.305 2.563
N: 0.971 -1.094 2.283
C: 2.005 -0.644 2.993
C: 2.615 -1.384 3.987
H: 0.636 -4.118 3.687
H: -0.363 -2.632 1.974
H: 2.370 0.348 2.759
H: 3.460 -0.986 4.529

Atomic forces in eV per Å
Re -1.6081 0.3244 0.0447
C 0.2765 0.0651 0.1389
C -0.3174 -0.0600 -0.1616
C -0.2138 -0.0820 0.3360
C 0.3102 0.1351 -0.0118
N 0.7353 0.1609 -0.6189
N 1.3171 0.2304 0.3818
B -1.3181 -0.6176 0.0811
N -0.2434 1.2301 0.5840
N -0.1242 -0.6629 -0.3714
C 0.1521 0.3975 0.1791
C 0.3961 -0.3513 0.3146
C -0.1256 -0.3737 -0.1457
C 0.0187 0.2570 0.0920
C -0.0439 -0.5169 -0.7589
S 0.2688 -0.5675 1.2363
C -0.1120 -0.2040 -0.2718
C -0.0958 -0.0320 0.2078
C 0.1866 -0.1080 -0.0007
C 0.0635 0.1720 -0.0301
N -0.1487 -0.8372 0.7701
N -0.0448 0.2918 -0.9070
C 0.1468 0.0871 0.3418
C 0.3168 0.4077 0.5196
C -0.1644 0.1011 -0.4930
C 0.0180 -0.1843 0.1207
C 0.0309 0.3378 -0.3896
S 0.0450 1.0026 0.8258
C -0.0366 0.0463 -0.2945
C -0.0245 -0.1371 0.1240
C -0.0744 0.1547 0.0950
C 0.1647 0.0847 -0.0216
C -0.7785 -0.2749 -1.1375
S 0.1684 0.0060 1.0063
C -0.2116 0.0414 -0.2600
C -0.0235 -0.1001 0.0868
C -0.0855 0.0272 0.1368
C 0.1911 -0.0397 0.0863
H 0.0599 -0.0194 -0.0201
H 0.0706 -0.0304 0.0062
H 0.0092 0.0469 0.0526
H 0.0655 0.0262 -0.0417
H -0.1160 0.1044 -0.0034
H -0.0704 0.0558 0.0674
H 0.0827 0.0054 0.0119
H -0.0529 0.1213 -0.0029
H 0.0224 0.1254 -0.0519
H -0.0365 -0.0068 -0.1396
H 0.0697 -0.0624 -0.0801
H -0.0030 0.1374 -0.0061
H -0.0944 0.0392 0.1082
H -0.0986 -0.0306 -0.0679
H -0.0178 -0.1490 -0.0266
H -0.1006 -0.0360 -0.0898
H -0.0698 -0.1039 0.1506
H -0.1057 -0.1277 -0.0182
H -0.0050 -0.0363 -0.0147
H -0.0206 -0.0416 0.0170
H 0.0126 -0.0437 0.0511
H 0.1750 0.1128 -0.0364
H -0.0914 0.1663 -0.0179
H -0.0681 -0.0930 -0.1112
H 0.1161 -0.0013 0.0050
H -0.0469 -0.0578 -0.1036
H -0.0042 -0.1616 0.0653
H -0.1127 0.0785 0.0202
H -0.0388 -0.1394 0.0740
H -0.0586 -0.0465 -0.0880
H 0.1455 0.0511 -0.0147
H -0.0567 0.1047 0.0226
H 0.0087 0.0159 -0.1322
H 0.1635 -0.0058 -0.0211
H -0.0026 0.0361 -0.1264
H -0.0295 -0.1688 -0.0333
H -0.1244 0.1125 0.0950
H -0.1353 -0.0841 -0.0081
H -0.0165 0.0226 -0.1408
C 0.5781 0.1525 0.3332
C -1.4040 -0.1141 -0.2932
O 0.6054 0.0254 -0.1575
S -0.0058 -0.0393 0.0372
C 0.3025 -0.1240 0.2733
C -0.0751 0.1525 0.1371
C -0.0244 0.1101 -0.2150
C -0.3174 -0.0705 0.4345
C 0.1301 0.0265 -0.0894
C -0.0154 -0.0934 -0.0410
C 0.1561 -0.2160 0.1596
C 1.3398 0.4360 -1.0043
H -0.0576 -0.0698 0.0023
H 0.0280 -0.0907 0.0264
H -0.0581 0.0107 -0.0708
H 0.0530 -0.1228 0.0783
H 0.0468 -0.0870 -0.1142
H -0.0021 0.1437 -0.0259
H 0.0306 0.1193 0.0814
C -0.1683 -0.2227 -0.1982
N -0.0242 0.1412 0.1030
C 0.0116 0.7012 0.3812
N 0.1021 -0.0196 0.0378
O -0.0619 -1.3685 -0.9780
H 0.0068 -0.0983 -0.0028
H -0.0130 -0.0290 -0.0106
H -0.0901 0.3042 0.0729
H 0.1503 -0.1109 0.0093
H 0.0045 0.0064 -0.0005
H -0.0902 -0.0427 -0.0765
N 0.2214 -0.3062 0.3870
C 0.0013 0.0293 0.0526
C -0.3765 0.4771 -0.6174
C 0.1545 0.2685 0.1116
C -0.1760 -0.5791 0.0264
N 0.2028 0.4778 -0.6786
C 0.6821 0.0899 0.6035
C -0.1742 -0.2032 -0.0677
H -0.0579 -0.0044 0.0341
H 0.0448 0.0407 0.0621
H -0.0709 -0.0565 -0.0026
H -0.0256 0.0269 0.0137